[1]
# C12H27BKN4OTa

C12H27BKN4OTa as an isolated structure in a non-equilibrium geometry (wB97M-V/def2-TZVPD, OMol25).

Calculated values
frontier orbital gap = 0.2603 Ha
energy relative to the best compared isomer or geometry (same formula, charge and spin) = 8.7 kJ/mol
multiplicity = 1
net charge = +2
energy = -39428.752 eV

XYZ file:
```
47
C12H27BKN4OTa, DFT wB97M-V/def2-TZVPD
N -1.063 -0.416 -1.577
C -1.866 -0.372 -2.475
O -2.591 -0.130 -3.410
K -0.041 1.944 -3.085
Ta 0.016 -0.090 0.148
N -0.399 1.860 0.398
N 1.896 -0.116 -0.374
C -1.786 2.417 0.686
C 2.857 -0.841 -1.264
C -2.261 3.215 -0.534
C -1.774 3.339 1.916
C -2.713 1.245 0.938
C 4.135 -0.030 -1.529
C 3.247 -2.156 -0.585
C 2.165 -1.122 -2.587
H -1.559 4.020 -0.827
H -3.221 3.692 -0.305
H -2.452 2.574 -1.407
H -1.345 2.833 2.794
H -2.795 3.629 2.184
H -1.228 4.285 1.761
H -2.713 0.544 0.085
H -3.734 1.629 1.068
H -2.415 0.718 1.861
H 3.905 0.957 -1.949
H 4.761 -0.549 -2.263
H 4.755 0.101 -0.629
H 3.711 -1.992 0.405
H 3.963 -2.704 -1.205
H 2.374 -2.799 -0.446
H 1.207 -1.649 -2.468
H 2.817 -1.752 -3.196
H 2.005 -0.189 -3.164
C 2.556 0.489 0.848
H 1.794 0.865 1.560
H 3.177 -0.241 1.380
H 3.217 1.316 0.557
C 0.650 2.952 0.451
H 0.875 3.226 1.494
H 1.595 2.634 0.006
H 0.355 3.847 -0.124
B -2.335 -3.906 1.517
C -1.569 -2.660 1.116
N -0.916 -1.687 0.929
H -3.322 -4.036 0.819
H -2.633 -3.726 2.687
H -1.573 -4.851 1.409
```

[2]
# C3H10N2O3

A 2-piece molecular cluster, C3H10N2O3 overall in a non-equilibrium geometry (wB97M-V/def2-TZVPD, OMol25).

Calculated values
frontier orbital gap (spin up / spin down) = 0.3843 / 0.1836 Ha
energy relative to the best compared isomer or geometry (same formula, charge and spin) = 83.3 kJ/mol
expectation value of S² = 0.757
multiplicity = 2
net charge = +1
energy = -12386.791 eV

XYZ file:
```
18
C3H10N2O3, DFT wB97M-V/def2-TZVPD
N -0.927 1.010 1.735
C -0.407 0.682 0.498
C 1.135 0.532 0.452
O 1.757 1.775 0.562
C -0.998 -0.677 -0.004
N -1.287 -1.639 0.865
O -1.105 -0.805 -1.205
H -0.777 0.381 2.517
H -0.810 1.991 1.998
H -0.793 1.434 -0.167
H 1.486 0.005 -0.448
H 1.473 -0.078 1.307
H 1.562 2.290 -0.232
H -1.725 -2.487 0.532
H -0.948 -1.610 1.815
H 1.359 -0.586 -3.835
H 0.365 -1.018 -2.738
O 0.639 -1.201 -3.652
```

[3]
# C5H15NOP

An isolated ion of composition C5H15NOP and charge +1 in a non-equilibrium geometry (wB97M-V/def2-TZVPD, OMol25).

Calculated values
frontier orbital gap = 0.3860 Ha
structure (SMILES) = C[NH2+][C@H](PC)[C@H](C)O
energy relative to the best compared isomer or geometry (same formula, charge and spin) = 194.4 kJ/mol
multiplicity = 1
net charge = +1
energy = -18246.151 eV

XYZ file:
```
23
C5H15NOP, DFT wB97M-V/def2-TZVPD
C -0.779 1.307 2.337
N 0.217 0.607 1.453
C -0.253 0.439 0.037
P -1.541 -1.103 -0.282
C -1.471 -0.921 -2.151
C 1.005 0.104 -0.673
C 1.476 -1.381 -0.198
O 1.971 1.221 -0.427
H -1.038 2.158 1.828
H -1.544 0.541 2.574
H -0.258 1.654 3.282
H 0.573 -0.283 1.712
H 1.020 1.326 1.344
H -0.725 1.414 -0.198
H -2.464 -0.205 0.081
H -0.762 -1.549 -2.691
H -1.183 0.117 -2.345
H -2.419 -1.178 -2.517
H 0.881 0.027 -1.849
H 0.678 -1.841 0.436
H 2.457 -1.367 0.280
H 1.452 -2.244 -1.022
H 2.707 1.158 -1.012
```

[4]
# C7H19O5Ti

C7H19O5Ti as an isolated structure in a non-equilibrium geometry (wB97M-V/def2-TZVPD, OMol25).

Calculated values
frontier orbital gap (spin up / spin down) = 0.1765 / 0.1774 Ha
expectation value of S² = 3.751
multiplicity = 4
net charge = 0
energy = -40912.762 eV

XYZ file:
```
32
C7H19O5Ti, DFT wB97M-V/def2-TZVPD
Ti 7.961 -11.609 8.673
C 3.205 -13.609 5.315
C 4.088 -13.037 6.445
O 4.453 -11.857 6.394
O 4.481 -13.787 7.337
H 2.261 -14.022 5.671
H 3.719 -14.386 4.748
H 2.967 -12.805 4.619
C 6.390 -10.903 13.314
O 7.519 -11.505 12.680
H 5.600 -10.719 12.587
H 5.937 -11.614 14.004
H 6.554 -9.922 13.760
H 8.076 -11.993 13.290
C 10.870 -16.171 7.997
C 11.517 -14.895 8.561
O 11.264 -13.880 7.634
H 11.223 -16.304 6.974
H 9.783 -16.110 8.041
H 11.146 -17.122 8.454
H 12.591 -15.046 8.670
H 11.166 -14.584 9.545
H 11.836 -14.060 6.884
C 12.840 -8.439 10.372
C 11.920 -8.167 9.180
O 10.555 -8.324 9.531
H 13.834 -8.024 10.207
H 12.869 -9.483 10.685
H 12.501 -7.944 11.282
H 12.159 -8.796 8.322
H 12.151 -7.142 8.888
H 10.454 -7.718 10.270
```

[5]
# C8H15I2N4S

C8H15I2N4S as an isolated structure in a non-equilibrium geometry (wB97M-V/def2-TZVPD, OMol25).

Calculated values
frontier orbital gap = 0.2847 Ha
energy relative to the best compared isomer or geometry (same formula, charge and spin) = 278.7 kJ/mol
multiplicity = 1
net charge = +1
energy = -41526.493 eV

XYZ file:
```
30
C8H15I2N4S, DFT wB97M-V/def2-TZVPD
C 0.073 -2.028 -2.665
C -1.144 -2.648 -1.815
I -1.818 -4.494 -2.796
C -0.578 -3.034 -0.330
I 1.105 -4.380 -0.637
N -0.234 -1.757 0.354
N -0.812 -0.544 0.116
C -0.324 0.529 0.949
C -0.883 2.009 0.862
C 0.126 3.130 1.401
C 0.203 4.318 0.295
S 1.873 4.186 -0.557
N 0.673 -0.049 1.807
C 0.682 -1.441 1.414
N 1.493 -2.316 2.055
H 0.529 -2.899 -3.255
H -0.251 -1.265 -3.443
H 0.908 -1.593 -2.028
H -2.060 -1.977 -1.766
H -1.463 -3.546 0.194
H -1.552 -0.293 -0.545
H -1.808 2.035 1.544
H -1.290 2.240 -0.186
H 1.151 2.750 1.694
H -0.349 3.618 2.323
H -0.625 4.261 -0.477
H 0.081 5.322 0.834
H 2.616 5.173 0.086
H 2.393 -2.552 1.614
H 1.285 -2.753 2.958
```

[6]
# C5H21NO4

A 5-piece molecular cluster, C5H21NO4 overall in a non-equilibrium geometry (wB97M-V/def2-TZVPD, OMol25).

Calculated values
frontier orbital gap = 0.3196 Ha
structure (SMILES) = CCCN(C)C.O.O.O.O
energy relative to the best compared isomer or geometry (same formula, charge and spin) = 321.7 kJ/mol
multiplicity = 1
net charge = 0
energy = -15203.122 eV

XYZ file:
```
31
C5H21NO4, DFT wB97M-V/def2-TZVPD
C 1.721 0.807 2.190
C 0.471 0.895 1.416
C 0.147 -0.106 0.416
N 0.936 -0.228 -0.915
C 1.685 1.035 -1.378
C 1.838 -1.386 -0.963
H 2.085 1.832 2.415
H 1.662 0.410 3.266
H 2.596 0.440 1.698
H 0.483 1.829 0.756
H -0.451 1.114 2.053
H -0.793 0.041 -0.050
H 0.153 -1.143 0.838
H 1.792 0.727 -2.427
H 2.671 1.222 -0.887
H 1.092 1.857 -1.060
H 2.508 -1.189 -1.883
H 2.345 -1.703 0.007
H 1.148 -2.240 -1.205
O -2.652 -1.264 1.618
H -2.848 -0.372 1.899
H -1.947 -1.689 2.104
O -2.731 1.492 0.842
H -3.490 1.432 0.315
H -2.922 1.603 1.763
O -1.199 0.446 -3.357
H -1.125 0.065 -2.484
H -0.281 0.129 -3.671
O -1.589 -2.292 -1.307
H -1.341 -1.418 -1.645
H -1.965 -2.344 -0.367
```

[7]
# C21H45BCl14FO

A 8-piece molecular cluster, C21H45BCl14FO overall in a non-equilibrium geometry (wB97M-V/def2-TZVPD, OMol25).

Calculated values
frontier orbital gap = 0.2394 Ha
multiplicity = 1
net charge = -1
energy = -203264.055 eV

XYZ file:
```
83
C21H45BCl14FO, DFT wB97M-V/def2-TZVPD
C 0.101 -1.407 2.528
C -0.813 -2.643 2.505
O -0.996 -3.063 1.177
C -1.982 -2.294 0.446
C -1.385 -1.397 -0.653
B -2.130 -1.605 -2.132
C -1.151 -2.231 -3.307
C -0.649 -3.635 -3.095
C -1.726 -4.689 -3.215
F 0.034 -3.813 -1.881
H 0.798 -1.417 3.365
H 0.667 -1.400 1.610
H -0.490 -0.495 2.602
H -0.338 -3.433 3.084
H -1.757 -2.434 3.011
H -2.676 -3.022 0.041
H -2.540 -1.656 1.135
H -0.316 -1.591 -0.734
H -1.517 -0.366 -0.326
H -2.456 -0.476 -2.531
H -3.192 -2.217 -2.019
H -0.339 -1.524 -3.495
H -1.752 -2.265 -4.218
H 0.082 -3.865 -3.885
H -2.254 -4.587 -4.156
H -2.393 -4.691 -2.360
H -1.224 -5.658 -3.249
Cl 3.379 -0.739 1.379
C 3.341 -0.768 -0.404
C 3.674 0.576 -0.995
Cl 2.409 1.792 -0.663
H 2.352 -1.108 -0.707
H 4.075 -1.504 -0.729
H 3.762 0.487 -2.078
H 4.614 0.959 -0.604
Cl -3.615 0.178 -5.367
C -2.786 0.376 -6.928
C -2.974 -0.834 -7.806
Cl -2.134 -2.243 -7.120
H -1.733 0.555 -6.723
H -3.199 1.260 -7.413
H -2.555 -0.648 -8.795
H -4.025 -1.088 -7.919
Cl -0.452 -2.941 5.854
C -1.649 -2.699 7.148
C -3.062 -2.868 6.651
Cl -3.542 -1.562 5.541
H -1.495 -1.707 7.567
H -1.440 -3.439 7.919
H -3.751 -2.840 7.494
H -3.187 -3.815 6.131
Cl 4.198 2.433 4.913
C 2.938 2.056 3.700
C 1.550 2.195 4.266
Cl 1.193 0.941 5.487
H 3.115 1.053 3.327
H 3.071 2.755 2.877
H 0.818 2.079 3.468
H 1.407 3.165 4.736
Cl 0.870 5.338 6.048
C 0.093 4.813 7.565
C -0.760 3.585 7.375
Cl -2.207 3.922 6.391
H -0.492 5.648 7.945
H 0.892 4.598 8.272
H -1.109 3.231 8.344
H -0.206 2.784 6.892
Cl -1.647 3.910 -5.360
C -2.873 4.011 -4.071
C -4.274 3.882 -4.607
Cl -4.757 5.294 -5.591
H -2.729 4.952 -3.545
H -2.674 3.192 -3.381
H -4.977 3.817 -3.779
H -4.379 2.991 -5.221
Cl 5.632 0.148 -3.646
C 6.784 1.495 -3.807
C 8.160 1.123 -3.318
Cl 8.202 0.887 -1.553
H 6.384 2.344 -3.258
H 6.826 1.754 -4.863
H 8.859 1.926 -3.550
H 8.513 0.209 -3.788
```

[8]
# H7O3

A 3-piece molecular cluster, H7O3 overall in a non-equilibrium geometry (wB97M-V/def2-TZVPD, OMol25).

Calculated values
frontier orbital gap = 0.4976 Ha
energy relative to the best compared isomer or geometry (same formula, charge and spin) = 51.9 kJ/mol
multiplicity = 1
net charge = +1
energy = -6248.882 eV

XYZ file:
```
10
H7O3, DFT wB97M-V/def2-TZVPD
O 1.092 -1.119 0.573
H 1.768 -0.676 1.118
H 1.140 -2.055 0.784
O -1.499 0.897 0.465
H -2.011 1.654 0.170
H -1.371 0.890 1.406
O -0.005 0.027 -1.326
H -0.380 0.706 -0.645
H 0.704 0.206 -1.962
H 0.561 -0.530 -0.582
```

[9]
# C21H41CeCl2N4O4

C21H41CeCl2N4O4 as an isolated structure in a non-equilibrium geometry (wB97M-V/def2-TZVPD, OMol25).

Calculated values
frontier orbital gap (spin up / spin down) = 0.2341 / 0.2341 Ha
multiplicity = 1
net charge = +3
energy = -74540.705 eV

XYZ file:
```
73
C21H41CeCl2N4O4, DFT wB97M-V/def2-TZVPD
Ce -0.383 -0.936 -0.817
C -0.243 -1.178 3.183
C -1.181 -0.014 2.850
C -0.657 1.371 3.319
C 0.745 1.973 3.045
C 0.767 3.377 3.639
C 1.930 1.158 3.567
N 0.877 2.080 1.526
C 1.914 2.947 0.879
C 1.578 3.098 -0.604
N 1.324 1.837 -1.347
C 2.549 1.004 -1.353
C 1.982 -0.306 -0.890
O 1.710 -1.230 -1.691
O 1.444 -0.363 0.290
C 0.792 2.069 -2.738
C 0.412 0.758 -3.424
C -0.366 3.058 -2.813
C -1.750 2.707 -2.196
C -2.384 4.044 -1.798
C -2.657 2.045 -3.240
N -1.666 1.713 -1.020
C -2.252 2.176 0.259
C -2.696 1.013 1.113
N -1.712 -0.094 1.410
C -2.512 -1.365 1.334
C -2.472 -1.909 -0.083
O -2.187 -3.061 -0.279
O -2.452 -1.002 -1.072
H 0.351 -0.947 4.066
H 0.460 -1.389 2.374
H -0.782 -2.095 3.419
H -2.081 -0.141 3.457
H -0.719 1.311 4.406
H -1.390 2.138 3.049
H 0.550 3.309 4.706
H 0.009 4.032 3.191
H 1.748 3.846 3.544
H 1.773 0.917 4.620
H 2.850 1.745 3.514
H 2.088 0.221 3.023
H -0.023 2.352 1.152
H 1.043 1.151 1.182
H 2.895 2.516 1.077
H 1.888 3.934 1.332
H 2.382 3.671 -1.077
H 0.675 3.702 -0.659
H 3.306 1.366 -0.656
H 3.008 0.911 -2.336
H 1.598 2.509 -3.334
H -0.368 0.219 -2.850
H 1.252 0.095 -3.592
H -0.039 0.969 -4.391
H -0.533 3.216 -3.881
H -0.039 4.033 -2.457
H -2.313 4.713 -2.659
H -1.862 4.534 -0.968
H -3.445 3.959 -1.555
H -2.745 2.675 -4.125
H -3.665 1.908 -2.836
H -2.287 1.067 -3.566
H -2.310 0.998 -1.298
H -3.158 2.751 0.093
H -1.598 2.877 0.774
H -3.534 0.570 0.582
H -3.105 1.386 2.050
H -3.545 -1.213 1.656
H -2.094 -2.143 1.958
Cl 0.647 -3.418 0.090
C 0.376 -4.241 -1.487
Cl -0.390 -3.097 -2.636
H -0.297 -5.071 -1.326
H 1.335 -4.538 -1.886
```

[10]
# C8H10N2S

A 2-piece molecular cluster, C8H10N2S overall in a non-equilibrium geometry (wB97M-V/def2-TZVPD, OMol25).

Calculated values
frontier orbital gap (spin up / spin down) = 0.1975 / 0.2445 Ha
energy relative to the best compared isomer or geometry (same formula, charge and spin) = 437.6 kJ/mol
expectation value of S² = 2.006
multiplicity = 3
net charge = 0
energy = -22264.803 eV

XYZ file:
```
21
C8H10N2S, DFT wB97M-V/def2-TZVPD
C 2.399 2.282 -0.267
C 3.800 0.177 0.426
C 3.164 1.149 0.092
C 0.007 -0.751 0.948
C -1.872 -1.562 -0.365
C -0.217 -0.009 -1.381
C -1.864 0.820 0.432
C -0.951 -0.397 -0.059
N 1.766 3.201 -0.449
N 0.763 -0.932 1.819
S 1.739 -1.294 2.905
H 4.276 -0.696 0.861
H -1.783 -2.365 0.514
H -2.846 -1.055 -0.416
H -1.618 -1.978 -1.260
H 0.084 1.018 -1.391
H 0.542 -0.791 -1.537
H -0.914 0.046 -2.228
H -2.680 0.374 1.074
H -1.338 1.595 0.800
H -2.457 1.168 -0.519
```

[11]
# C25H30N4O4

The molecule C25H30N4O4 (wB97M-V/def2-TZVPD, OMol25).

Calculated values
frontier orbital gap = 0.2905 Ha
structure (SMILES) = COC(=O)c1c(NC(=O)CN2CCN(c3ccccc3OC)CC2)c2cc(C)ccc2n1C
energy relative to the best compared isomer or geometry (same formula, charge and spin) = 135.0 kJ/mol
multiplicity = 1
net charge = 0
energy = -40562.912 eV

XYZ file:
```
63
C25H30N4O4, DFT wB97M-V/def2-TZVPD
C -0.150 -3.284 1.300
O 0.816 -2.294 0.986
C 1.858 -2.701 0.209
O 1.938 -3.842 -0.192
C 2.811 -1.641 -0.049
C 2.801 -0.301 0.353
N 1.768 0.251 1.091
C 1.633 1.440 1.728
O 2.454 2.326 1.807
C 0.269 1.545 2.415
N -0.743 0.765 1.731
C -1.132 1.375 0.469
C -2.077 0.438 -0.272
N -3.254 0.206 0.539
C -4.429 -0.211 -0.089
C -5.091 -1.382 0.265
C -6.294 -1.742 -0.320
C -6.854 -0.936 -1.288
C -6.216 0.238 -1.662
C -5.023 0.616 -1.071
O -4.362 1.781 -1.368
C -4.953 2.678 -2.274
C -2.893 -0.388 1.805
C -1.929 0.546 2.538
C 3.979 0.296 -0.173
C 4.522 1.586 -0.134
C 5.712 1.843 -0.775
C 6.320 3.213 -0.750
C 6.374 0.812 -1.466
C 5.872 -0.463 -1.527
C 4.664 -0.729 -0.880
N 3.952 -1.882 -0.797
C 4.318 -3.140 -1.385
H -0.877 -3.373 0.489
H -0.639 -2.957 2.215
H 0.334 -4.251 1.446
H 0.959 -0.359 1.196
H 0.012 2.613 2.500
H 0.393 1.152 3.429
H -0.238 1.551 -0.133
H -1.640 2.340 0.633
H -2.370 0.885 -1.219
H -1.553 -0.513 -0.470
H -4.658 -2.035 1.007
H -6.782 -2.657 -0.020
H -7.788 -1.206 -1.757
H -6.675 0.862 -2.412
H -5.044 2.244 -3.275
H -5.939 3.008 -1.931
H -4.283 3.536 -2.315
H -3.790 -0.515 2.413
H -2.402 -1.366 1.672
H -1.632 0.088 3.484
H -2.449 1.495 2.756
H 4.013 2.363 0.412
H 7.327 3.175 -0.337
H 6.390 3.616 -1.760
H 5.721 3.888 -0.146
H 7.308 1.038 -1.961
H 6.405 -1.233 -2.064
H 5.261 -3.026 -1.912
H 3.551 -3.474 -2.086
H 4.425 -3.907 -0.616
```